Density functional theory data (ωB97M-V with the def2-TZVPD basis set) for a cluster of 7 separate species, C37H94N6O13 in total at a distorted geometry.

```
150
C37H94N6O13 | the Open Molecules 2025 dataset | ωB97M-V with the def2-TZVPD basis set
C 16.25407 20.19287 27.66362
O 16.35871 18.78674 27.82044
C 16.71747 18.47091 29.15146
C 16.94858 16.96359 29.28012
N 18.07695 16.47322 28.50216
C 18.48629 15.16169 28.99051
C 17.54645 13.97151 28.65442
O 17.14436 13.26972 29.80902
C 18.15633 12.40047 30.27560
H 15.75772 20.47378 26.73623
H 17.26711 20.59676 27.70841
H 15.62660 20.66420 28.42770
H 15.91618 18.79466 29.82088
H 17.67440 18.91466 29.45166
H 16.01145 16.50326 28.93500
H 17.08539 16.71413 30.33093
H 17.80331 16.40560 27.52934
H 18.64590 15.21809 30.07077
H 19.51933 14.94944 28.69552
H 18.00260 13.39579 27.84063
H 16.66977 14.41000 28.17065
H 18.57524 11.76686 29.48601
H 17.59883 11.74908 30.95400
H 18.98437 12.81586 30.85568
C 14.00218 7.86449 40.68867
O 15.03743 8.03821 39.76116
C 15.30403 9.36116 39.32968
C 16.56477 9.24230 38.44288
N 16.27822 8.57160 37.18064
C 17.54546 8.52711 36.37494
C 18.15134 9.83972 35.89416
O 19.51149 9.60270 35.65041
C 20.27967 10.77037 35.36447
H 14.20712 8.42456 41.60573
H 13.92442 6.80533 40.93833
H 13.03730 8.08372 40.21690
H 15.45194 9.93290 40.25702
H 14.43659 9.81236 38.83397
H 17.29698 8.73430 39.07786
H 16.84537 10.28693 38.30862
H 16.14086 7.59101 37.40130
H 17.18079 8.00355 35.48315
H 18.28702 7.84014 36.78883
H 18.11196 10.50274 36.77390
H 17.59893 10.36315 35.10860
H 20.12113 11.45941 36.19972
H 19.94897 11.20035 34.41778
H 21.33218 10.51777 35.30149
C 24.55825 13.40098 37.22205
O 23.49510 14.06124 36.54962
C 22.62081 13.21251 35.85951
C 23.29986 12.60874 34.62179
N 22.42904 12.19930 33.52650
C 21.51595 13.21623 32.97126
C 22.16393 13.84496 31.74380
O 22.28903 12.94314 30.68057
C 23.12852 13.41974 29.62215
H 25.38256 14.11548 37.19627
H 24.94372 12.46609 36.81369
H 24.27704 13.23827 38.26587
H 21.79278 13.83348 35.48907
H 21.94840 12.57327 36.44417
H 23.96124 11.81077 34.96617
H 23.97766 13.36369 34.19828
H 22.88398 11.72795 32.76108
H 21.08071 13.95022 33.64389
H 20.62458 12.67916 32.62679
H 23.06460 14.38124 32.06015
H 21.43750 14.62969 31.47282
H 24.02522 13.87140 30.04980
H 22.57373 14.22020 29.12302
H 23.27451 12.57586 28.95501
C 21.23685 11.11215 25.66503
O 21.90658 10.93920 26.89016
C 21.29586 9.93741 27.65372
C 21.71514 10.08469 29.13218
N 20.92318 9.28205 30.04512
C 21.15500 9.49093 31.46437
C 20.05355 8.82568 32.26074
O 18.80668 9.51348 32.05842
C 17.69087 8.80034 32.50592
H 21.79843 11.83408 25.07090
H 20.25159 11.58157 25.77199
H 21.13865 10.16063 25.13458
H 21.47449 8.94007 27.23245
H 20.20682 10.09377 27.62337
H 21.52405 11.14697 29.32942
H 22.78582 9.87527 29.16918
H 19.96216 9.60937 29.93362
H 21.08005 10.53540 31.81036
H 22.14242 9.14407 31.77169
H 20.27200 8.92344 33.32759
H 19.81094 7.83378 31.86141
H 17.84512 8.39040 33.51443
H 17.51574 7.84067 31.99803
H 16.84028 9.47465 32.50703
C 19.23857 8.31633 22.27518
O 19.72691 8.18676 23.58886
C 19.39240 6.94285 24.18373
C 19.44746 6.95525 25.67159
N 18.29516 7.62967 26.29011
C 18.41322 7.60787 27.75557
C 17.30235 8.32263 28.47934
O 17.37822 9.70738 28.13826
C 16.19969 10.46531 28.39867
H 19.51900 9.29982 21.88610
H 18.14931 8.40763 22.33219
H 19.58933 7.62677 21.50455
H 19.99447 6.11839 23.78131
H 18.37972 6.65814 23.86910
H 20.40196 7.31647 26.07912
H 19.36947 5.93876 26.07108
H 18.26770 8.59843 25.98192
H 19.38223 7.92190 28.15502
H 18.33681 6.53517 27.95921
H 17.43032 8.26245 29.56379
H 16.32928 7.90236 28.21006
H 15.91801 10.46932 29.45352
H 15.38719 10.02550 27.81452
H 16.44077 11.46575 28.05616
C 25.82822 9.33264 20.19011
O 25.36636 8.06227 19.84198
C 23.94722 7.87931 19.95955
C 23.45867 7.42863 21.31999
N 23.97318 8.29427 22.40377
C 23.19735 8.09676 23.64287
C 23.79816 8.98538 24.72907
O 25.06312 8.55600 25.17463
C 25.36020 9.08536 26.43321
H 26.90320 9.37825 20.00177
H 25.72556 9.57567 21.24889
H 25.43047 10.17840 19.61358
H 23.67046 7.07041 19.27656
H 23.53065 8.77389 19.48300
H 23.95228 6.46096 21.43789
H 22.37333 7.28435 21.32409
H 23.87334 9.27153 22.15163
H 23.27200 7.03620 23.88603
H 22.16362 8.40592 23.45932
H 23.03463 8.89195 25.51264
H 23.80549 10.04245 24.44534
H 26.24406 8.69772 26.94932
H 24.56914 8.93354 27.17514
H 25.63184 10.14690 26.36715
C 22.27200 5.87110 29.58487
O 20.97523 6.34724 29.75508
H 22.73477 5.96555 28.59249
H 23.02155 6.22268 30.30012
H 22.28228 4.77994 29.65768
H 20.86598 7.30610 29.62402
```

Calculated values
Energy above the lowest of the compared OMol25 structures with the same formula, charge and spin   31.2 kcal/mol
DFT total energy   -75440.682 eV
Orbital gap   9.3 eV
Lowest unoccupied orbital energy   0.6 eV
Maximum force   0.051 hartree/bohr

Mulliken population analysis, charges in e, atoms 1 to 99: -0.7496, -0.3080, -0.7183, -0.4708, -0.3294, -1.1212, -0.0045, -0.5134, -0.3168, 0.2539, 0.3041, 0.2928, 0.4066, 0.3528, 0.2715, 0.4362, 0.2772, 0.3328, 0.3140, 0.2087, 0.5336, 0.1649, 0.0963, 0.1978, -0.7537, -0.2745, -0.7250, -0.3599, -0.4394, -0.7804, 0.0593, -0.4907, -0.7297, 0.2891, 0.2414, 0.2984, 0.3877, 0.3684, 0.2443, 0.3713, 0.2524, 0.2508, 0.3285, 0.3533, 0.1423, 0.3096, 0.3119, 0.3048, -0.6806, -0.3960, -0.2024, -1.0165, 0.3426, -0.5944, -1.0630, 0.0789, -0.7550, 0.2568, 0.3037, 0.2825, 0.2042, 0.3881, 0.4621, 0.3520, 0.2099, 0.7274, -0.3231, 0.4755, 0.2653, 0.3417, 0.3030, 0.1127, -0.5614, -0.3936, 0.8617, -1.1270, 1.0495, -0.0975, -1.3751, 0.1675, -0.9652, 0.3343, 0.2124, 0.1068, -0.0690, -0.0121, -0.1942, 0.5487, -0.3977, -0.3364, 0.6783, 0.3361, 0.6428, 0.0489, 0.3613, 0.3832, -1.0536, -0.0626, -0.8871